C48H61BaIN7O5PS | ωB97M-V/def2-TZVPD

Last column: Löwdin charge in e.
Geometry (Å):
1 Ba -0.2312 -0.9511 -0.2084  1.7099
2 C -0.8237 -1.8455 -5.5913  -0.0156
3 C -2.0322 -1.0142 -5.1200  -0.2145
4 N -3.0496 -0.8312 -5.9305  0.1095
5 C -3.9631 0.0682 -5.5515  -0.1252
6 C -3.9608 0.7433 -4.3472  -0.1591
7 C -5.2205 1.4760 -3.9890  -0.2204
8 O -6.2142 0.6337 -3.4187  -0.0466
9 C -2.9390 0.5171 -3.4132  -0.0728
10 C -2.9794 1.0592 -2.0513  0.0012
11 N -2.8055 0.4019 -0.8932  -0.0926
12 C -3.9791 -0.0091 -0.2430  -0.3494
13 C -4.9625 0.9176 0.2137  -0.0481
14 C -6.2852 0.6042 0.2835  -0.0863
15 C -6.6799 -0.7431 0.1542  -0.0857
16 C -5.7136 -1.7173 -0.0002  -0.1706
17 C -4.3931 -1.3618 -0.2550  -0.5509
18 I -3.1551 -2.8197 -1.2585  1.0230
19 C -1.9253 -0.4273 -3.7502  -0.3264
20 O -1.0566 -0.7770 -2.8902  -0.2871
21 H 0.1106 -1.2703 -5.6349  0.0763
22 H -1.0618 -2.1935 -6.5854  0.0667
23 H -0.6837 -2.7401 -4.9312  0.0698
24 H -4.7693 0.2408 -6.2931  0.1213
25 H -5.6536 1.9224 -4.9073  0.1270
26 H -5.0969 2.2727 -3.2875  0.1043
27 H -6.5994 0.2051 -4.1900  0.0860
28 H -3.0940 2.1505 -2.0301  0.1343
29 H -4.6789 1.9544 0.3100  0.1099
30 H -7.0410 1.3882 0.3961  0.1132
31 H -7.7620 -0.9818 0.1849  0.1149
32 H -5.9467 -2.7874 0.0972  0.0987
33 C 3.0263 -0.4068 -3.9043  -0.1636
34 C 3.2166 1.1036 -3.7960  -0.5595
35 C 4.7210 1.4095 -3.6819  -0.1011
36 P 2.0750 1.6206 -2.4454  1.0903
37 C 1.1321 3.1370 -3.0916  -0.5625
38 C 0.8725 4.2444 -2.0923  -0.1194
39 C 1.5938 3.6469 -4.4393  -0.1404
40 C 3.2545 2.4097 -1.2256  -0.3214
41 C 3.8053 3.6492 -1.4991  -0.1195
42 C 4.4719 4.4333 -0.5523  -0.2873
43 C 4.8770 5.8572 -0.8355  -0.0763
44 C 4.6828 3.8474 0.7225  -0.0582
45 C 4.2151 2.5932 1.0105  -0.0260
46 C 3.2758 1.9273 0.1061  -0.3349
47 N 2.5302 0.8420 0.4198  -0.0309
48 C 3.1782 -0.0346 1.3145  -0.2571
49 C 3.8383 -1.2346 0.8775  -0.2182
50 C 4.2373 -1.4306 -0.5598  -0.0578
51 C 4.0441 -2.3250 1.7731  -0.0233
52 C 3.8233 -2.2145 3.1950  -0.2784
53 C 4.1806 -3.3061 4.2024  -0.0768
54 C 3.3442 -0.9589 3.5976  -0.0471
55 C 3.0112 0.1206 2.7551  -0.1961
56 C 2.2457 1.3271 3.3099  -0.0435
57 H 3.6005 -0.8103 -4.7809  0.0896
58 H 1.9807 -0.6671 -4.0806  0.0409
59 H 3.3945 -0.9355 -3.0355  0.0339
60 H 2.7405 1.6002 -4.6869  0.0851
61 H 5.2527 0.8165 -2.9164  0.0877
62 H 4.9277 2.4668 -3.5845  0.0545
63 H 5.1759 1.1473 -4.6209  0.0618
64 H 0.1816 2.6137 -3.2929  0.0746
65 H 1.5903 5.0575 -2.1746  0.0771
66 H 0.8886 3.9054 -1.0586  0.0583
67 H -0.1161 4.6502 -2.3321  0.0805
68 H 2.6534 3.9579 -4.4566  0.0768
69 H 1.0312 4.5417 -4.6901  0.0712
70 H 1.4395 2.9297 -5.2738  0.0769
71 H 3.7590 4.0799 -2.5194  0.1015
72 H 4.0766 6.5557 -0.5382  0.0726
73 H 5.0208 5.9957 -1.8962  0.0607
74 H 5.7288 6.2261 -0.2372  0.0746
75 H 5.3218 4.3479 1.4109  0.0940
76 H 4.4685 2.0875 1.9280  0.0881
77 H 3.6673 -2.3190 -0.9387  0.0811
78 H 5.3303 -1.6030 -0.6039  0.0915
79 H 3.9658 -0.5224 -1.1304  0.0451
80 H 4.4547 -3.2689 1.4042  0.1009
81 H 4.9027 -3.0047 4.9965  0.0826
82 H 4.5475 -4.1915 3.6604  0.0612
83 H 3.2671 -3.6818 4.7117  0.0661
84 H 3.1802 -0.8357 4.6786  0.1076
85 H 2.7517 2.2345 3.0181  0.0473
86 H 2.2015 1.2463 4.4201  0.0798
87 H 1.2152 1.3258 2.8949  0.0717
88 O -0.0926 -3.1066 -2.4598  -0.2297
89 H 0.5254 -3.4140 -3.1719  0.0811
90 H -0.4674 -2.2397 -2.7794  -0.0636
91 O -0.7949 1.8869 -0.0346  -0.1766
92 H -0.4198 2.7284 -0.3239  0.0243
93 H -1.7613 1.8506 -0.0517  -0.0021
94 C 1.5948 -6.3696 1.7652  -0.0777
95 N 1.0236 -5.0518 1.8902  0.0266
96 C 0.7554 -4.2824 0.8301  -0.5847
97 N 1.1670 -4.5681 -0.4157  0.2030
98 O 0.1036 -3.1994 1.0373  -0.2995
99 H 2.0347 -6.6839 2.7329  0.0966
100 H 2.4309 -6.3548 1.0528  0.0808
101 H 0.8367 -7.1020 1.4372  0.0924
102 H 0.8406 -4.6072 2.8109  0.1709
103 H 1.6617 -5.3639 -0.7361  0.0938
104 H 0.6578 -4.0811 -1.1674  0.0572
105 S -5.1572 -1.2426 5.1329  1.0020
106 C -3.7795 -1.1282 4.0865  -0.5518
107 C -3.1859 0.0715 3.7395  -0.0549
108 C -1.9916 0.0580 3.0149  -0.1320
109 N -1.3792 -1.0565 2.6227  -0.0024
110 C -1.9908 -2.2127 2.8725  -0.1438
111 C -3.2102 -2.2878 3.5534  -0.0605
112 C -4.3874 -0.5638 6.5950  -0.5246
113 C -4.7533 0.7256 6.8933  -0.1095
114 C -3.9942 1.4469 7.8102  -0.1310
115 N -2.8696 0.9753 8.3449  0.0715
116 C -2.6400 -0.3162 8.1667  -0.1386
117 C -3.3818 -1.1515 7.3317  -0.0600
118 H -3.6871 1.0159 4.0008  0.1233
119 H -1.5126 0.9649 2.6640  0.1024
120 H -1.4834 -3.1338 2.5886  0.0892
121 H -3.6208 -3.2686 3.7113  0.1028
122 H -5.5556 1.2167 6.3357  0.1065
123 H -4.3130 2.4385 8.0676  0.1028
124 H -1.7794 -0.7302 8.6466  0.1011
125 H -3.0308 -2.1522 7.1004  0.1133

Cartesian forces (eV/Å) of the 2 atoms listed first:
Ba 0.726 1.296 -0.294
C -0.982 -0.444 0.715

HOMO energy = -5.576 eV
Gap between HOMO and LUMO = 0.1596 hartree
Total charge = 0
E_tot = -3687.8565 a.u.

---

C3H5N3S | ωB97M-V/def2-TZVPD

Last column: natural (NBO) charge in e.
Geometry (Å):
1 H 2.2798 1.1223 0.2039  0.3601
2 N 1.5939 1.8607 0.1264  -0.5989
3 C 0.4303 1.4012 -0.0005  0.2629
4 N -0.0292 0.0583 -0.0504  -0.4891
5 C 0.7619 -1.0639 -0.1254  -0.0926
6 S 2.3745 -1.2149 0.0277  -0.0159
7 C -1.4571 -0.1043 -0.1037  0.2888
8 N -2.1468 -1.1082 0.1854  -0.6043
9 H -1.6010 -1.9073 0.5454  0.3408
10 H -0.4025 2.1060 -0.0658  0.1685
11 H 0.1641 -1.9689 -0.3149  0.1989
12 H -1.9679 0.8190 -0.4282  0.1808

Cartesian forces (eV/Å) of the 2 atoms listed first:
H 0.311 -0.216 0.016
N -0.404 -0.067 -0.058

HOMO energy = -9.189 eV
ΔE to the lowest compared entry with this formula, charge and spin = 34.1 kcal/mol
Gap between HOMO and LUMO = 0.3156 hartree
Total charge = 0
E_tot = -679.7308 a.u.

---

C3H8P2 | ωB97M-V/def2-TZVPD

Last column: natural (NBO) charge in e.
Geometry (Å):
1 C -1.1836 -1.9770 2.9322  -0.5384
2 C -0.4906 1.3735 -0.7078  -0.6174
3 C 0.3980 0.6571 -1.8266  -0.7488
4 P -0.0864 -1.7274 1.7628  0.3915
5 P 1.5600 -0.5427 -1.0302  0.3299
6 H -1.7659 -1.1858 3.2363  0.1651
7 H -1.1012 0.6205 -0.2406  0.2077
8 H 0.1396 1.5787 0.1635  0.2147
9 H -1.1714 2.1907 -1.0857  0.2177
10 H 0.7937 1.5003 -2.4158  0.2337
11 H -0.1838 0.1099 -2.5473  0.2260
12 H 0.8752 -2.7759 1.7378  -0.0172
13 H 2.2165 0.1781 0.0215  -0.0644

Cartesian forces (eV/Å) of the 2 atoms listed first:
C 2.161 -1.201 -0.908
C -0.033 -0.908 -0.618

HOMO energy (alpha / beta) = -8.845 / -8.187 eV
ΔE to the lowest compared entry with this formula, charge and spin = 97.7 kcal/mol
Gap between HOMO and LUMO (alpha / beta) = 0.2921 / 0.2592 hartree
Total charge = 0
E_tot = -801.5957 a.u.

---

C38H67F2N2O13S5 | ωB97M-V/def2-TZVPD

Last column: Löwdin charge in e.
Geometry (Å):
1 C -0.4347 -0.1707 0.8248  0.0442
2 C -1.4788 0.7441 0.1024  -0.3351
3 O -2.5110 1.1076 0.7377  0.0579
4 N -1.2484 0.8809 -1.3635  0.0078
5 H -0.4990 1.7393 -1.2999  0.1911
6 H -0.5204 0.0271 -1.9464  0.1431
7 C -2.3156 1.4429 -2.1895  -0.0319
8 H -0.6179 -0.4714 1.7908  0.0380
9 H 0.6370 0.4701 1.1027  0.1745
10 H -0.1821 -0.9173 0.2199  -0.0050
11 H -3.2252 0.9037 -2.3021  0.0839
12 H -1.9871 1.2766 -3.1846  0.0729
13 H -2.4118 2.4569 -2.1821  0.0593
14 C -1.4001 -3.6345 -2.3962  0.0154
15 C -0.5530 -3.5972 -3.6461  -0.3544
16 O -0.1320 -4.6723 -4.1412  0.1105
17 N -0.3165 -2.2579 -4.2342  0.0173
18 H -1.2668 -1.8688 -4.4566  0.2094
19 H 0.0215 -1.5722 -3.5054  0.0491
20 C 0.5112 -2.3480 -5.3750  -0.0691
21 H -1.2446 -2.8578 -1.6348  0.0730
22 H -1.0253 -4.5930 -1.8517  0.1283
23 H -2.4743 -3.6921 -2.6251  0.1007
24 H 1.5875 -2.5563 -5.0984  0.1383
25 H 0.4882 -1.4402 -6.1006  0.1340
26 H 0.0973 -2.9886 -6.1387  0.0939
27 O 0.6429 -0.4748 -2.6172  -0.3672
28 H 1.5622 -0.0483 -2.9998  0.0830
29 F 3.2793 -0.7155 4.3162  0.0587
30 C 2.1562 -0.8681 5.0118  -0.3408
31 C 1.0827 -1.5529 4.3794  -0.0084
32 C -0.1854 -1.5397 5.0777  -0.0682
33 C -0.3047 -0.9251 6.3957  -0.0986
34 C 0.7953 -0.2617 6.9741  -0.0676
35 C 2.0342 -0.2594 6.1987  -0.0296
36 H 1.3004 -1.7983 3.2634  0.1157
37 H -0.9974 -2.0940 4.5246  0.0909
38 H -1.2778 -0.8599 6.9757  0.1098
39 H 0.7772 0.3733 7.8376  0.0895
40 H 2.8913 0.3610 6.6678  0.1444
41 F 3.0102 -1.4445 1.8753  -0.0240
42 C 2.9938 -2.7572 1.2975  -0.1611
43 C 2.1427 -3.1463 0.2314  -0.0365
44 C 2.3288 -4.3123 -0.5184  -0.0588
45 C 3.2460 -5.3213 -0.0150  -0.0692
46 C 4.1226 -4.9675 1.0435  -0.1071
47 C 4.0111 -3.7163 1.7209  -0.0131
48 H 1.6385 -2.4044 -0.0742  0.0196
49 H 1.6838 -4.6158 -1.3707  0.1023
50 H 3.3100 -6.3170 -0.5569  0.1180
51 H 4.9386 -5.5499 1.4513  0.0914
52 H 4.8189 -3.6931 2.5890  0.1479
53 C -1.6778 -6.2990 3.9234  -0.3057
54 C -0.3801 -5.8230 4.5510  -0.2151
55 C 0.3168 -5.2817 3.3475  -0.2921
56 S -0.7966 -4.7453 2.1352  0.7098
57 O -0.4023 -5.4467 0.8793  -0.3447
58 O -0.6096 -3.3060 2.1682  -0.3390
59 C -2.2147 -5.4664 2.9416  -0.2429
60 H -2.4847 -6.6751 4.5015  0.1133
61 H -1.1625 -7.3528 3.6743  0.1786
62 H 0.2046 -6.6617 5.1317  0.1564
63 H -0.6186 -4.8421 5.3276  0.1748
64 H 0.9349 -5.9278 2.8810  0.0670
65 H 0.9931 -4.5065 3.7865  0.1212
66 H -2.8850 -6.0281 2.0762  0.2045
67 H -2.6200 -4.6571 3.2886  0.0426
68 C 1.3994 3.8084 -4.1602  -0.2204
69 C 0.4019 3.7884 -5.2548  -0.2970
70 C -0.1494 4.9669 -5.4275  -0.3009
71 S -0.2226 5.7129 -3.8332  0.7176
72 O -1.1259 4.9743 -2.9427  -0.3102
73 O -0.1724 7.1469 -3.8986  -0.2897
74 C 1.3471 5.1124 -3.4416  -0.2236
75 H 2.2357 3.5827 -4.6177  0.0766
76 H 1.0343 3.1223 -3.5367  0.0708
77 H -0.3665 2.8676 -5.1630  0.1684
78 H 1.0529 3.4082 -6.1808  0.1760
79 H -1.1522 4.9159 -5.8167  0.1412
80 H 0.1797 5.5032 -6.1410  0.0687
81 H 1.5083 5.0452 -2.3902  0.0806
82 H 2.0802 5.8434 -3.8797  0.1449
83 C -5.9350 -0.2576 1.2211  -0.2029
84 C -5.8853 -0.1390 -0.3121  -0.3287
85 C -5.8045 -1.3949 -0.7405  -0.3404
86 S -4.8135 -2.2195 0.3810  0.6135
87 O -3.4705 -2.3550 -0.0753  -0.3065
88 O -5.4936 -3.4559 0.5970  -0.2882
89 C -4.7993 -1.1290 1.6991  -0.2422
90 H -7.0318 -0.7587 1.7106  0.2139
91 H -5.6921 0.6607 1.6509  0.0877
92 H -5.0261 0.5008 -0.4744  0.1030
93 H -6.7030 0.5467 -0.7974  0.1769
94 H -5.2934 -1.1680 -1.7006  0.1306
95 H -6.7986 -1.8643 -1.0752  0.1702
96 H -3.8094 -0.6728 1.9080  0.1207
97 H -5.1220 -1.5241 2.5933  0.0863
98 C -1.4754 6.4301 1.0871  -0.1335
99 C 0.0948 6.6596 0.8092  -0.1536
100 C 0.8064 5.4328 1.2708  -0.1940
101 S -0.2832 4.1388 0.7146  0.6917
102 O -0.3551 3.1907 1.8178  -0.3167
103 O 0.0591 3.5895 -0.5690  -0.3379
104 C -1.8348 5.0457 0.5651  -0.1863
105 H -1.8181 7.1890 0.7802  -0.0124
106 H -1.5817 6.6040 2.2309  0.1657
107 H 0.3956 7.3918 1.4899  0.1101
108 H 0.3674 6.7313 -0.1109  0.0530
109 H 0.6907 5.4814 2.3327  0.1195
110 H 1.7252 5.3144 0.9408  0.0408
111 H -2.8223 4.5622 1.1878  0.1912
112 H -2.1789 4.9148 -0.3981  0.0435
113 C 4.1199 1.7406 -2.1496  -0.1269
114 C 5.4019 1.5660 -1.2368  -0.2403
115 C 5.1756 1.7383 0.1291  -0.2279
116 S 3.7054 2.7997 0.2243  0.6937
117 O 3.9741 4.1006 0.8783  -0.3367
118 O 2.6200 1.9921 0.6345  -0.2964
119 C 3.4960 3.0614 -1.5474  -0.2015
120 H 3.4388 0.9474 -2.1457  0.0746
121 H 4.4784 1.9086 -3.0969  0.0777
122 H 6.1603 2.2838 -1.6441  0.1491
123 H 5.7938 0.6692 -1.5015  0.0890
124 H 6.0822 2.1911 0.6308  0.1497
125 H 4.8384 1.0009 0.7413  0.0665
126 H 3.9902 4.0078 -1.8357  0.1225
127 H 2.4659 3.2664 -1.5298  0.0320

Cartesian forces (eV/Å) of the 2 atoms listed first:
C 2.486 6.721 0.134
C -2.889 -1.745 4.436

HOMO energy = -10.493 eV
ΔE to the lowest compared entry with this formula, charge and spin = 61.8 kcal/mol
Gap between HOMO and LUMO = 0.2871 hartree
Total charge = +1
E_tot = -4765.5116 a.u.

---

C27H61N3O5 | ωB97M-V/def2-TZVPD

Last column: Löwdin charge in e.
Geometry (Å):
1 C -10.5231 4.5684 6.6832  -0.0426
2 C -9.0958 4.9051 6.2077  -0.4159
3 C -8.9356 5.6899 4.8424  -0.0151
4 C -8.3947 5.8043 7.3014  -0.1600
5 C -6.9140 6.0255 7.2196  -0.2200
6 C -6.3286 4.6338 7.2751  -0.1513
7 C -6.8102 3.5516 6.1977  -0.4506
8 C -6.0263 3.9587 4.9459  -0.0402
9 C -6.4078 2.2130 6.8153  -0.0484
10 N -8.3279 3.5611 6.1267  -0.1343
11 O -8.9444 2.6498 5.2529  -0.0151
12 H -10.5945 3.7527 7.4027  0.0837
13 H -11.0529 5.4108 7.1280  0.0793
14 H -11.1358 4.4097 5.7958  0.0782
15 H -8.7700 4.9490 4.0604  0.0735
16 H -9.7777 6.3062 4.5275  0.0733
17 H -8.1141 6.4042 4.8981  0.0620
18 H -8.8185 6.8080 7.2701  0.1184
19 H -8.5944 5.2930 8.2431  0.1191
20 H -6.5753 6.5546 6.3288  0.0964
21 H -6.5387 6.6952 7.9933  0.1180
22 H -6.3174 4.2121 8.2801  0.1124
23 H -5.3082 4.9660 7.0839  0.1101
24 H -5.0250 3.5281 4.9412  0.0772
25 H -5.7797 5.0194 4.9005  0.0735
26 H -6.4579 3.4896 4.0617  0.0834
27 H -6.9554 2.1555 7.7560  0.0797
28 H -5.3378 2.0324 6.9179  0.0885
29 H -6.8780 1.4057 6.2537  0.0744
30 H -9.4736 2.2940 5.9706  0.0923
31 C 9.3518 1.7155 -9.1678  -0.0383
32 C 9.6783 1.1378 -7.8006  -0.5278
33 C 10.5547 2.0460 -6.9697  -0.0337
34 C 8.3433 0.9687 -7.0739  -0.1490
35 C 8.3307 0.0136 -5.8787  -0.1921
36 C 8.9319 -1.3125 -6.2760  -0.1249
37 C 10.3479 -1.1339 -6.8686  -0.4972
38 C 11.4468 -0.9163 -5.7600  -0.0419
39 C 10.8794 -2.4594 -7.4743  -0.0526
40 N 10.2871 -0.1949 -7.9401  -0.0982
41 O 11.5132 -0.1239 -8.6913  -0.0093
42 H 10.2909 2.1909 -9.4511  0.0827
43 H 9.0309 1.0330 -9.9547  0.0889
44 H 8.5290 2.4296 -9.2033  0.0851
45 H 10.5466 1.9927 -5.8811  0.0761
46 H 11.6273 1.9502 -7.1389  0.0856
47 H 10.2271 3.0421 -7.2672  0.0862
48 H 7.8276 1.9095 -6.8816  0.1237
49 H 7.7101 0.5848 -7.8738  0.1137
50 H 8.8549 0.4057 -5.0071  0.1049
51 H 7.2851 -0.0377 -5.5752  0.1117
52 H 8.2631 -1.6086 -7.0843  0.1233
53 H 8.8568 -1.8979 -5.3596  0.1258
54 H 11.6788 -1.7603 -5.1104  0.0775
55 H 11.3044 -0.0943 -5.0585  0.0616
56 H 12.4279 -0.6652 -6.1632  0.0773
57 H 10.2821 -2.7788 -8.3283  0.0889
58 H 10.7393 -3.2028 -6.6896  0.0823
59 H 11.9532 -2.4369 -7.6601  0.0819
60 H 11.4938 -0.9176 -9.2310  0.0881
61 C -4.4295 -5.0681 1.7976  -0.0170
62 C -3.6131 -5.7381 0.6077  -0.4669
63 C -4.4726 -6.7700 -0.0808  -0.0566
64 C -3.4229 -4.6797 -0.4817  -0.2007
65 C -2.4089 -3.6259 -0.2005  -0.1651
66 C -1.1175 -4.4254 0.0877  -0.1245
67 C -1.1446 -5.4958 1.2191  -0.4994
68 C 0.0528 -6.4854 0.9886  -0.0314
69 C -1.1275 -4.7338 2.5261  -0.0318
70 N -2.2796 -6.3877 0.9899  -0.1278
71 O -2.5194 -7.3859 1.9183  -0.0138
72 H -4.3407 -5.7899 2.6095  0.0728
73 H -3.9651 -4.1639 2.1913  0.0583
74 H -5.4675 -4.7644 1.6623  0.0797
75 H -3.9074 -7.1202 -0.9446  0.0826
76 H -4.6775 -7.6853 0.4744  0.0813
77 H -5.3766 -6.2483 -0.3951  0.0889
78 H -3.1919 -5.2363 -1.3899  0.1175
79 H -4.3928 -4.2080 -0.6395  0.1232
80 H -2.4874 -3.0246 -1.1063  0.1135
81 H -2.8058 -3.0013 0.5998  0.1031
82 H -0.2791 -3.8122 0.4180  0.1097
83 H -0.6569 -4.8348 -0.8114  0.1160
84 H 0.9640 -5.8881 0.9567  0.0778
85 H 0.0677 -7.1236 0.1051  0.0824
86 H 0.1295 -7.2212 1.7892  0.0745
87 H -1.5616 -5.4060 3.2664  0.0846
88 H -1.5428 -3.7273 2.5753  0.0821
89 H -0.1036 -4.6090 2.8785  0.0815
90 H -2.1394 -8.1596 1.4958  0.1055
91 O 0.5849 3.1772 -1.4391  -0.0554
92 H 1.5284 3.0321 -1.3688  0.0280
93 H 0.2007 2.5678 -0.8089  0.0278
94 O 2.0911 6.8332 1.8153  -0.0548
95 H 1.4682 6.3392 1.2823  0.0262
96 H 1.9639 7.7442 1.5506  0.0282

Cartesian forces (eV/Å) of the 2 atoms listed first:
C -0.265 0.820 -1.117
C 2.198 0.195 -0.218

HOMO energy = -8.180 eV
ΔE to the lowest compared entry with this formula, charge and spin = 85.9 kcal/mol
Gap between HOMO and LUMO = 0.3230 hartree
Total charge = 0
E_tot = -1605.5517 a.u.